93
Properties=species:S:1:pos:R:3 method="wB97M-V/def2-TZVPD" charge=-1 e_tot_ha=-7046.3951 multiplicity=1
Hg -3.4762 4.0879 4.2571
O -0.3664 8.2572 1.1504
C -1.2707 7.5194 1.8217
O -2.4531 7.5035 1.6030
O -0.8860 7.0228 2.8608
H 0.3840 7.8586 1.5971
O -5.6372 2.8879 -1.8945
C -5.8253 3.4752 -0.6982
O -6.3214 4.6096 -0.7743
O -5.3431 3.0471 0.3519
H -5.3183 2.1056 -1.4385
As 0.6986 1.0362 0.8032
F 1.4773 0.4676 -0.6594
F 0.9093 2.6441 -0.0166
F -0.0891 1.8053 2.1747
F 0.5315 -0.6664 1.4199
F 2.2048 1.1476 1.7323
F -0.9064 0.8749 0.0176
C -1.4295 -6.9561 3.6778
C 0.0895 -7.1037 3.8205
C 0.7025 -8.3253 3.1661
S -0.6702 -8.9003 2.0247
O -1.4588 -10.0218 2.6216
O -0.1786 -9.0063 0.6081
C -1.8510 -7.3934 2.2435
H -1.6842 -5.9354 3.9632
H -1.9331 -7.5677 4.4265
H 0.3217 -6.8624 4.8578
H 0.5338 -6.2324 3.3393
H 0.8371 -9.1845 3.8231
H 1.5662 -8.0621 2.5555
H -2.8732 -7.7185 2.0497
H -1.5348 -6.5697 1.6035
C 1.0443 -0.0925 9.3848
C 2.3998 0.6242 9.1907
C 2.1908 1.9384 8.3840
S 0.7829 2.7190 9.1884
O -0.1874 3.0841 8.2212
O 1.2302 3.6868 10.1584
C 0.3554 1.0777 10.1382
H 0.9439 -1.0555 9.8853
H 0.7330 -0.1808 8.3439
H 3.1900 0.0318 8.7296
H 2.8566 0.7386 10.1737
H 1.9365 1.5664 7.3915
H 3.0008 2.6626 8.2982
H -0.7149 1.0253 10.3373
H 0.5722 1.0879 11.2064
C 6.7759 1.9498 -2.6435
C 7.5171 0.7152 -2.1605
C 6.7814 -0.4733 -2.8493
S 6.4002 0.0179 -4.5960
O 5.0153 -0.2597 -5.0148
O 7.5058 -0.4374 -5.3709
C 6.6838 1.8426 -4.2235
H 7.3666 2.7383 -2.1772
H 5.7279 1.9418 -2.3441
H 7.4648 0.4857 -1.0962
H 8.5604 0.7147 -2.4762
H 5.8341 -0.6075 -2.3271
H 7.2515 -1.4536 -2.7713
H 5.9749 2.5884 -4.5833
H 7.6956 2.0437 -4.5756
C -1.9937 -3.3347 -4.2674
C -1.6470 -4.8085 -4.7607
C -2.9675 -5.3216 -5.2033
S -4.3893 -4.7879 -4.1136
O -4.5473 -5.8149 -3.0304
O -5.5402 -4.2667 -4.8699
C -3.3735 -3.3074 -3.4934
H -2.2041 -2.7037 -5.1310
H -1.1509 -2.7972 -3.8327
H -1.1437 -5.4628 -4.0488
H -0.8706 -4.7648 -5.5245
H -3.0631 -6.4062 -5.2528
H -3.3755 -4.9457 -6.1416
H -3.2384 -3.5970 -2.4512
H -4.0237 -2.4326 -3.4910
C -1.4410 4.9115 -5.7700
C -2.7817 4.6390 -6.4615
C -3.8091 5.8642 -6.0739
S -2.9232 7.0578 -4.9464
O -3.8265 7.3478 -3.8024
O -2.3456 8.1289 -5.7760
C -1.6347 5.6772 -4.5106
H -0.8234 5.3485 -6.5546
H -0.9500 3.9589 -5.5714
H -3.0271 3.5988 -6.2473
H -2.6791 4.4921 -7.5367
H -4.6723 5.5504 -5.4869
H -4.3079 6.4066 -6.8771
H -2.0172 5.0003 -3.7467
H -0.8721 6.2043 -3.9373

***

10
Properties=species:S:1:pos:R:3 method="wB97M-V/def2-TZVPD" e_tot_ha=-301.3042 multiplicity=1 smiles="NC1=C[C@@H]1N=O"
N 1.5256 -0.3516 -0.6863
C 0.3108 0.1831 -0.3856
C -0.5649 1.1369 -0.2956
C -1.0617 -0.2481 -0.0284
N -1.3108 -0.7019 1.3556
O -0.3237 -0.6353 2.0477
H 1.7974 -1.1037 -0.0675
H 2.2693 0.3157 -0.8361
H -0.8897 2.1590 -0.3946
H -1.7523 -0.7539 -0.7093

***

Number 1: gap between HOMO and LUMO 2.434 eV. Number 2: gap between HOMO and LUMO 8.867 eV.